# 1
A structure of composition C20H31N3O2S, computed with ωB97M-V/def2-TZVPD.

Each line ends with the Mulliken charge.
Element x y z (Å)
1 H -1.44 -0.53 2.36  0.465
2 H -2.86 1.45 1.96  0.433
3 H 1.95 -1.02 -2.40  0.406
4 C 2.59 4.09 -3.12  -0.087
5 C -1.64 -0.24 0.26  -1.937
6 H -0.36 -0.58 -3.13  0.309
7 C -3.82 0.22 3.43  -0.789
8 N 0.35 -0.57 -1.15  0.282
9 O 0.38 -1.34 0.95  -0.598
10 H -2.24 -4.10 1.48  0.272
11 H 4.55 -2.56 1.24  0.435
12 C -2.29 -3.14 0.99  -0.538
13 H -2.30 -0.56 -0.55  0.411
14 H 3.15 -1.62 1.76  0.278
15 C -3.30 0.45 2.01  -1.071
16 H 4.44 -1.47 -1.02  0.374
17 H -5.28 -1.30 3.00  0.316
18 H 2.29 0.20 0.32  0.260
19 H 2.97 -2.84 0.51  0.296
20 C 4.59 3.44 -2.23  -0.298
21 N 3.20 0.95 -1.38  -0.070
22 H 0.36 0.95 -2.59  0.217
23 H -1.56 0.85 0.19  0.576
24 H 0.56 3.35 -2.99  0.184
25 H 5.36 2.96 -1.64  0.463
26 N 3.35 4.97 -3.73  -0.638
27 H -3.00 0.38 4.14  0.296
28 C 3.96 -1.01 -0.15  -0.831
29 H -1.45 -2.98 0.32  0.039
30 H 0.70 5.10 -3.03  0.285
31 H 1.78 -2.07 -1.03  0.555
32 C 1.12 4.17 -3.43  -0.955
33 C 2.75 -0.19 -0.59  0.534
34 H -4.59 0.95 3.67  0.415
35 S 4.94 4.76 -3.25  0.007
36 C 1.71 -1.03 -1.34  -1.705
37 H -3.74 -2.02 -0.31  0.180
38 H -3.81 -3.25 3.21  0.381
39 C 3.64 -2.07 0.90  -1.230
40 H -1.24 0.50 -2.05  0.391
41 C 3.24 3.17 -2.26  0.475
42 H -2.51 -2.26 3.85  0.319
43 C -2.24 -0.59 1.61  1.133
44 C -2.85 -1.98 1.76  0.811
45 O 1.50 2.37 -0.88  -0.554
46 C -4.37 -1.20 3.60  -0.653
47 C -0.26 0.10 -2.28  -0.953
48 H 4.71 -0.32 0.27  0.375
49 H -4.66 -1.37 4.64  0.385
50 C -0.23 -0.77 0.05  0.676
51 C -3.63 -2.58 0.62  -0.857
52 C -3.36 -2.25 3.16  -1.264
53 C 2.56 2.14 -1.44  0.471
54 H -4.12 0.44 1.29  0.297
55 H -4.53 -3.15 0.85  0.305
56 H 0.95 4.17 -4.50  0.344
57 H 4.04 0.83 -1.93  0.375

The calculation puts the strongest force on any atom at 0.022 Eh/bohr. For the HOMO-LUMO gap, the calculation gives 9.55 eV. For the calculated total energy, the calculation gives -1493.65854 a.u. The energy relative to the best compared isomer or geometry (same formula, charge and spin) is 32.9 kJ/mol.

---

# 2
A structure of composition C50H52BBr3N2O4PSeTa, computed with ωB97M-V/def2-TZVPD.

Each line ends with the Mulliken charge.
Element x y z (Å)
1 C -3.84 -0.30 -1.30  -1.619
2 C 0.59 3.24 5.69  0.101
3 H -1.02 1.70 3.91  -0.677
4 H -2.85 0.10 -1.07  0.166
5 H 1.16 3.81 4.95  -0.325
6 C -4.13 1.14 2.36  -0.418
7 C 0.31 5.11 1.71  0.464
8 H -1.73 -4.42 2.53  0.439
9 N -0.56 3.44 2.90  2.277
10 C 5.83 -0.45 -3.12  -0.740
11 C 0.48 6.41 1.24  -0.922
12 N 0.97 3.92 1.42  1.546
13 Br 1.31 -2.58 0.20  0.039
14 C -4.28 -1.38 -0.34  0.510
15 H -0.28 8.39 1.40  0.456
16 H -5.63 2.48 3.10  0.482
17 C -3.09 3.32 1.03  -0.104
18 C 4.02 4.93 2.01  -0.858
19 C 0.10 0.23 -3.46  0.322
20 H -2.03 7.83 3.03  0.487
21 H 0.31 0.54 -6.07  0.593
22 C -0.90 3.31 5.36  -1.103
23 H -4.56 0.28 2.86  0.548
24 H 3.87 6.11 3.82  0.455
25 H 0.50 -4.20 -1.51  0.650
26 H 2.33 4.30 -3.56  0.489
27 C 1.26 2.45 -3.42  0.420
28 H 3.93 5.78 1.32  0.292
29 H -0.86 -2.30 6.72  0.457
30 C -0.95 -2.86 4.66  -0.859
31 O 3.11 0.67 -0.27  0.406
32 C 4.48 -0.78 -3.23  -1.154
33 H 4.09 -1.33 -4.07  0.613
34 C 1.87 3.48 -4.10  -0.872
35 H 2.02 3.01 -0.12  -1.377
36 C -1.68 -0.74 5.49  -0.529
37 H -2.70 4.17 0.48  0.571
38 H 6.51 -0.76 -3.91  0.461
39 C 2.16 3.84 0.57  0.200
40 C 0.51 -3.11 -1.47  -0.340
41 H -3.70 -2.86 2.67  0.512
42 H 1.04 -2.64 -2.29  0.175
43 O -0.04 -0.86 -3.91  -0.539
44 C 3.68 -0.36 -2.19  0.320
45 C -2.47 2.08 0.88  0.346
46 C -1.80 -1.22 3.12  1.520
47 H -1.41 -3.23 1.30  -0.159
48 C -1.11 -3.56 2.29  -1.816
49 H 1.07 1.27 4.86  0.052
50 C 1.13 1.82 5.81  -0.999
51 C -1.36 1.96 -0.15  -2.301
52 H 4.19 3.30 0.61  0.330
53 Br 1.36 2.43 -8.07  -0.137
54 O -0.36 0.50 -2.16  -0.023
55 H -2.46 0.61 4.05  0.115
56 C -4.74 2.38 2.50  -1.072
57 C -1.38 7.05 2.68  -1.141
58 H 2.17 1.82 6.12  0.477
59 C -1.13 -1.99 5.72  -1.161
60 H -5.69 -4.11 2.02  0.484
61 C 4.16 0.36 -1.12  0.870
62 C -0.66 4.80 2.66  0.424
63 C -5.42 -2.11 -0.68  -1.064
64 C -1.28 -2.50 3.35  0.747
65 Ta -0.23 0.05 -0.35  -1.367
66 C 5.49 0.69 -1.00  -1.318
67 H -1.81 2.08 -1.14  1.101
68 C 1.91 3.48 -5.49  -0.482
69 H -0.08 -3.91 2.25  0.594
70 H 0.75 3.76 6.64  0.552
71 H 3.34 2.88 2.08  0.154
72 C 3.37 5.26 3.35  -0.891
73 H -4.52 0.55 -1.26  0.483
74 H -2.34 2.87 3.80  -0.021
75 C 1.33 2.43 -6.19  -0.199
76 H 7.38 0.49 -1.99  0.452
77 C -2.01 -0.36 4.21  -0.949
78 H 5.08 4.78 2.17  0.423
79 B 1.98 0.11 -0.83  1.313
80 H -1.86 -0.06 6.32  0.583
81 H 1.24 6.66 0.52  0.504
82 H -4.66 4.45 1.93  0.472
83 H 1.22 2.46 -2.34  0.201
84 H 2.38 4.29 -6.03  0.439
85 H -3.81 -0.67 -2.32  0.587
86 H 5.88 1.23 -0.15  0.554
87 H 2.17 4.77 -0.01  0.905
88 C 0.41 2.93 2.13  -1.206
89 O 2.32 -0.53 -2.03  -0.321
90 Se 0.80 1.08 2.04  -0.345
91 H -1.46 2.74 6.10  0.486
92 H -1.24 4.34 5.44  0.398
93 H 2.31 5.52 3.26  0.043
94 H -6.82 -3.63 -0.13  0.434
95 Br -1.32 -2.47 -1.48  0.112
96 H -5.91 -1.89 -1.62  0.526
97 P -2.22 -0.66 1.43  1.787
98 C 0.74 1.37 -5.52  -0.794
99 H -0.64 2.77 -0.04  0.896
100 C -2.98 0.99 1.58  0.883
101 C -3.64 -1.66 0.87  1.524
102 C 6.33 0.26 -2.04  -0.611
103 C 3.47 3.67 1.34  -0.200
104 C -4.20 3.48 1.84  -0.962
105 C -1.27 2.76 3.99  -0.245
106 H 0.57 1.25 6.55  0.297
107 H 3.45 4.41 4.04  0.248
108 C -0.38 7.37 1.74  -0.851
109 C -1.54 5.77 3.15  -0.644
110 H -0.55 -3.85 4.84  0.552
111 H -2.31 5.52 3.87  0.586
112 C -4.16 -2.65 1.71  -0.862
113 C 0.70 1.39 -4.13  0.479
114 C -5.93 -3.09 0.15  -0.836
115 C -5.30 -3.36 1.36  -0.971

As for the total charge: +2. The calculation puts the strongest force on any atom at 0.034 Eh/bohr. For the HOMO-LUMO gap, the calculation gives 6.89 eV. For the calculated total energy, the calculation gives -12893.34324 a.u. The energy relative to the best compared isomer or geometry (same formula, charge and spin) is 227.0 kJ/mol.

---

# 3
A cluster of 2 separate species, C4H14N2O in total, computed with ωB97M-V/def2-TZVPD.

Each line ends with the Mulliken charge.
Element x y z (Å)
1 H 1.63 2.00 0.30  0.440
2 N 1.78 0.23 2.03  -0.674
3 H 2.81 -0.21 0.25  0.416
4 H 2.53 -0.25 2.51  0.222
5 H -2.61 -0.22 0.61  0.191
6 H 1.46 1.17 -1.21  0.615
7 O -0.27 -2.83 -0.75  -1.059
8 C 1.16 1.12 -0.17  -1.275
9 C -0.35 1.25 -0.05  -1.503
10 H -0.90 -2.12 -0.98  0.012
11 C -2.39 -0.06 -0.45  -3.355
12 H -0.58 2.16 -0.64  0.698
13 H -0.75 1.44 0.94  0.201
14 H 1.25 -1.00 0.38  0.314
15 H -2.98 0.83 -0.72  0.606
16 C 1.77 -0.06 0.57  -0.641
17 H 0.24 -2.84 -1.58  0.772
18 N -0.97 0.10 -0.70  1.746
19 H -0.94 0.31 -1.71  0.086
20 H 0.92 -0.15 2.42  0.261
21 H -2.82 -0.87 -1.04  0.927

The spin multiplicity is 2. As for the total charge: -1. The calculation puts the strongest force on any atom at 0.029 Eh/bohr. For the HOMO-LUMO gap (spin up / spin down), the calculation gives 2.88 / 9.07 eV. For the calculated total energy, the calculation gives -345.48005 a.u. The energy relative to the best compared isomer or geometry (same formula, charge and spin) is 57.1 kJ/mol.

---

# 4
A structure of composition C4H10N4O, computed with ωB97M-V/def2-TZVPD.

Each line ends with the Mulliken charge.
Element x y z (Å)
1 C 0.91 0.92 0.09  -0.715
2 H -2.52 -1.69 1.78  0.279
3 O -0.88 -2.50 0.19  -0.607
4 H 1.97 -0.61 -2.75  0.333
5 H -2.75 0.12 1.04  0.299
6 H -1.16 1.14 -0.42  0.320
7 N -0.29 -1.49 0.31  0.234
8 C -2.11 -0.59 1.70  -0.775
9 N 0.96 0.09 -1.11  0.623
10 H -0.82 1.65 1.40  0.361
11 C -0.56 0.88 0.59  -0.510
12 N -0.80 -0.45 1.05  0.192
13 H 1.55 0.34 0.75  0.356
14 H 3.06 -0.06 -1.54  0.350
15 C 2.11 0.14 -1.96  -0.917
16 H -2.10 -0.19 2.77  0.233
17 H 1.12 1.98 0.04  0.441
18 H 2.22 1.07 -2.68  0.270
19 N 0.10 -0.75 -1.26  -0.767

The calculation puts the strongest force on any atom at 0.078 Eh/bohr. For the HOMO-LUMO gap, the calculation gives 8.06 eV. For the calculated total energy, the calculation gives -452.41819 a.u. The energy relative to the best compared isomer or geometry (same formula, charge and spin) is 734.2 kJ/mol.

---

# 5
A structure of composition C8H11LaNO2, computed with ωB97M-V/def2-TZVPD.

Each line ends with the Mulliken charge.
Element x y z (Å)
1 H -0.60 -3.00 -1.42  0.388
2 H 1.35 -1.88 -1.97  0.271
3 H 1.83 -2.53 -0.34  0.363
4 La 0.13 -0.23 0.35  0.940
5 H -0.88 0.46 3.80  0.214
6 O 0.13 -0.94 4.87  -0.578
7 H -0.30 -2.91 0.34  0.299
8 C -0.15 -0.37 3.82  0.221
9 H 1.76 0.81 -2.52  0.390
10 N -1.57 -1.25 -0.49  -0.538
11 O 0.34 -0.61 2.62  -0.646
12 C 1.11 -1.93 -0.91  -1.095
13 C -1.12 1.81 -1.07  -0.499
14 H -2.20 1.89 -0.96  0.390
15 C -0.13 2.49 -0.29  -0.612
16 C 0.97 1.24 -1.89  -0.486
17 H -0.90 0.42 -2.83  0.355
18 C -0.29 -2.33 -0.60  -0.339
19 H -0.33 3.20 0.52  0.430
20 H -2.46 -1.77 -0.41  0.136
21 C -0.43 1.04 -2.06  -0.424
22 H 2.12 2.51 -0.44  0.431
23 C 1.16 2.13 -0.79  -0.611

As for the total charge: -1. The calculation puts the strongest force on any atom at 0.099 Eh/bohr. For the HOMO-LUMO gap, the calculation gives 6.78 eV. For the calculated total energy, the calculation gives -548.26389 a.u. The energy relative to the best compared isomer or geometry (same formula, charge and spin) is 0.0 kJ/mol.